{
  "formula": "C27H83N19O12",
  "method": "ωB97M-V/def2-TZVPD",
  "symbols": ["C", "C", "C", "O", "C", "N", "H", "H", "H", "H", "H", "H", "H", "H", "H", "H", "H", "C", "C", "C", "O", "C", "N", "H", "H", "H", "H", "H", "H", "H", "H", "H", "H", "H", "C", "C", "C", "O", "C", "N", "H", "H", "H", "H", "H", "H", "H", "H", "H", "H", "H", "C", "C", "C", "O", "C", "N", "H", "H", "H", "H", "H", "H", "H", "H", "H", "H", "H", "C", "C", "C", "O", "C", "N", "H", "H", "H", "H", "H", "H", "H", "H", "H", "H", "H", "C", "O", "N", "N", "H", "H", "H", "H", "C", "O", "N", "N", "H", "H", "H", "H", "C", "O", "N", "N", "H", "H", "H", "H", "C", "O", "N", "N", "H", "H", "H", "H", "C", "O", "N", "N", "H", "H", "H", "H", "C", "O", "N", "N", "H", "H", "H", "H", "C", "O", "N", "N", "H", "H", "H", "H"],
  "positions_angstrom": [[-6.45936, 3.23710, -2.93504], [-4.93418, 3.17040, -3.05784], [-4.27496, 3.64282, -1.77127], [-2.88378, 3.72585, -2.00621], [-2.31705, 4.43776, -0.91375], [-4.53973, 1.78959, -3.26098], [-6.87716, 3.76482, -3.79240], [-6.72684, 3.90171, -2.11355], [-6.98998, 2.29834, -2.77607], [-4.51377, 3.80694, -3.83641], [-4.43694, 3.02247, -0.88977], [-4.61333, 4.65211, -1.53686], [-1.28360, 4.61477, -1.21166], [-2.42888, 3.93589, 0.04735], [-2.62797, 5.47254, -0.76996], [-4.62240, 1.29135, -2.38632], [-3.53454, 1.85930, -3.33046], [1.94991, -1.90243, -4.14311], [1.72240, -1.08458, -2.88813], [2.05675, 0.43987, -3.04462], [3.40970, 0.68749, -3.25578], [3.64892, 2.01086, -3.52230], [0.32388, -1.25199, -2.40791], [2.97490, -2.09541, -4.45975], [1.49124, -1.37515, -4.97959], [1.46496, -2.87781, -4.10366], [2.36097, -1.61317, -2.18037], [1.70838, 1.00692, -2.18138], [1.62410, 0.62595, -4.02762], [3.38150, 2.20058, -4.56182], [4.70978, 2.23768, -3.41630], [3.04620, 2.70243, -2.93361], [0.17832, -0.76003, -1.53792], [-0.30868, -0.92054, -3.12213], [1.00982, -1.38562, 1.94263], [1.37942, -0.11656, 1.30703], [0.15625, 0.77451, 0.92113], [-0.60884, 0.17692, -0.14490], [-1.45696, 1.14339, -0.76096], [2.27721, 0.60589, 2.23649], [0.13265, -1.85264, 1.49480], [0.63853, -1.08992, 2.92386], [1.76451, -2.16818, 2.02097], [1.93315, -0.34948, 0.39751], [0.59179, 1.70687, 0.56181], [-0.55328, 0.95502, 1.72863], [-0.98133, 1.95893, -1.30573], [-1.98042, 1.65739, 0.04519], [-2.32849, 0.74520, -1.28056], [2.43830, 1.57475, 2.00102], [3.19187, 0.21322, 2.06524], [-2.30986, -1.76125, 3.12284], [-2.06341, -3.16811, 3.76077], [-3.06983, -4.34796, 3.46647], [-2.79578, -5.55210, 4.26941], [-3.91272, -6.43507, 4.13858], [-0.74496, -3.69253, 3.50341], [-3.27326, -1.31514, 3.36969], [-2.26790, -1.87700, 2.03981], [-1.52437, -1.08409, 3.45835], [-2.27523, -3.03658, 4.82186], [-3.04097, -4.54201, 2.39428], [-4.04598, -3.93514, 3.72105], [-4.80567, -5.98038, 4.56753], [-3.70034, -7.34816, 4.69470], [-4.09600, -6.77356, 3.11881], [-0.01439, -2.99609, 3.54011], [-0.70311, -4.03915, 2.55567], [-3.04824, -2.12657, -3.21583], [-2.86539, -2.16963, -4.69926], [-2.57747, -0.81282, -5.38243], [-1.56685, 0.05174, -4.77846], [-1.49808, 1.37430, -5.26966], [-1.61082, -2.92596, -4.88378], [-3.88713, -1.50101, -2.91082], [-2.20939, -1.69128, -2.67273], [-3.10471, -3.08919, -2.70763], [-3.71337, -2.65970, -5.17765], [-3.46754, -0.18454, -5.34858], [-2.35584, -0.89532, -6.44646], [-2.33894, 1.96207, -4.90144], [-1.21484, 1.51396, -6.31291], [-0.59316, 1.79439, -4.83062], [-0.97165, -2.24821, -4.49364], [-1.46809, -3.09088, -5.86995], [4.52107, -2.91637, 1.46278], [4.04140, -2.75995, 0.40574], [4.90189, -1.91940, 2.24723], [4.90467, -4.06361, 1.96838], [4.79912, -0.96661, 1.92825], [5.35349, -2.23965, 3.09198], [4.70576, -4.93032, 1.48948], [5.37409, -4.13176, 2.86006], [1.13399, 1.10312, 5.51930], [0.83716, 1.10293, 6.68451], [0.42893, 1.52741, 4.50216], [2.31753, 0.89820, 5.05871], [-0.50937, 1.83001, 4.72156], [0.80724, 1.20060, 3.62457], [3.00097, 0.85316, 5.80100], [2.44762, 0.85687, 4.05797], [4.66123, 0.82662, -0.07167], [4.86427, 0.68111, 1.15273], [4.34008, -0.18037, -0.85315], [4.53780, 1.95689, -0.68925], [4.33201, -1.09097, -0.41631], [4.21788, -0.00285, -1.83989], [4.58827, 2.78647, -0.11535], [4.38888, 2.04773, -1.68408], [0.85951, -4.46870, 0.09293], [-0.17115, -4.90997, -0.19196], [1.49395, -4.76836, 1.18818], [1.41236, -3.45210, -0.49242], [2.39031, -4.30805, 1.25725], [1.11143, -5.53726, 1.71973], [0.82899, -3.03848, -1.20565], [2.36288, -3.19137, -0.27191], [2.09291, 4.26988, 3.11823], [2.14623, 3.38360, 2.26306], [1.86923, 4.07768, 4.36651], [2.29814, 5.49488, 2.93129], [1.66269, 3.14312, 4.68905], [1.73762, 4.95879, 4.84234], [2.30835, 6.20179, 3.65260], [2.44563, 5.72361, 1.95865], [-5.23396, -0.29918, -0.09935], [-5.69512, 0.77160, -0.49474], [-5.58268, -1.46381, -0.58787], [-4.41747, -0.48360, 0.87539], [-5.30183, -2.30272, -0.10057], [-6.22460, -1.35971, -1.36065], [-4.47333, -1.38807, 1.32138], [-4.10124, 0.34822, 1.35306], [5.87204, 4.39588, 1.69136], [6.90987, 5.00736, 1.35498], [5.70034, 3.68781, 2.75821], [4.71267, 4.57000, 1.08845], [6.50263, 3.56557, 3.35945], [4.80281, 3.24130, 2.88137], [3.94306, 4.03202, 1.46044], [4.59377, 5.00823, 0.18626]],
  "total_charge": 0,
  "e_tot_ev": -82227.054,
  "e_above_lowest_kcal_mol": 145.8,
  "largest_force_ev_per_a": 7.67
}